*1*
{"formula": "C52H104O26S13", "method": "ωB97M-V/def2-TZVPD", "charge": 0, "symbols": ["C", "C", "C", "S", "O", "O", "C", "H", "H", "H", "H", "H", "H", "H", "H", "C", "C", "C", "S", "O", "O", "C", "H", "H", "H", "H", "H", "H", "H", "H", "C", "C", "C", "S", "O", "O", "C", "H", "H", "H", "H", "H", "H", "H", "H", "C", "C", "C", "S", "O", "O", "C", "H", "H", "H", "H", "H", "H", "H", "H", "C", "C", "C", "S", "O", "O", "C", "H", "H", "H", "H", "H", "H", "H", "H", "C", "C", "C", "S", "O", "O", "C", "H", "H", "H", "H", "H", "H", "H", "H", "C", "C", "C", "S", "O", "O", "C", "H", "H", "H", "H", "H", "H", "H", "H", "C", "C", "C", "S", "O", "O", "C", "H", "H", "H", "H", "H", "H", "H", "H", "C", "C", "C", "S", "O", "O", "C", "H", "H", "H", "H", "H", "H", "H", "H", "C", "C", "C", "S", "O", "O", "C", "H", "H", "H", "H", "H", "H", "H", "H", "C", "C", "C", "S", "O", "O", "C", "H", "H", "H", "H", "H", "H", "H", "H", "C", "C", "C", "S", "O", "O", "C", "H", "H", "H", "H", "H", "H", "H", "H", "C", "C", "C", "S", "O", "O", "C", "H", "H", "H", "H", "H", "H", "H", "H"], "xyz": [[13.432, 19.703, 11.666], [12.906, 20.377, 10.434], [11.549, 19.754, 10.241], [11.833, 17.957, 10.515], [12.573, 17.332, 9.449], [10.606, 17.280, 10.993], [13.106, 18.210, 11.785], [12.837, 20.055, 12.532], [14.416, 20.022, 11.889], [13.564, 20.167, 9.604], [12.904, 21.454, 10.541], [11.206, 19.735, 9.197], [10.750, 20.012, 10.909], [13.910, 17.535, 11.548], [12.771, 17.924, 12.785], [16.258, 8.148, 17.424], [15.154, 9.210, 17.589], [15.667, 10.645, 17.543], [17.473, 10.296, 17.823], [17.579, 9.863, 19.195], [18.408, 11.308, 17.384], [17.516, 8.828, 16.844], [15.907, 7.350, 16.751], [16.570, 7.644, 18.306], [14.678, 9.113, 18.558], [14.410, 9.039, 16.822], [15.277, 11.238, 18.354], [15.535, 11.113, 16.527], [18.474, 8.362, 17.019], [17.380, 9.172, 15.832], [14.852, 14.149, 7.740], [16.009, 15.127, 8.178], [16.216, 14.871, 9.632], [16.200, 13.152, 9.765], [15.841, 12.747, 11.097], [17.427, 12.663, 9.174], [14.831, 12.890, 8.604], [14.923, 13.857, 6.677], [13.860, 14.694, 7.844], [15.607, 16.116, 8.100], [16.917, 15.128, 7.593], [15.537, 15.350, 10.315], [17.230, 15.231, 9.949], [13.817, 12.660, 9.068], [15.054, 11.975, 8.083], [18.930, 18.838, 12.103], [18.431, 19.830, 11.122], [19.057, 19.516, 9.728], [19.217, 17.713, 9.831], [20.624, 17.449, 9.568], [18.347, 17.016, 8.902], [18.840, 17.415, 11.558], [18.398, 18.836, 13.069], [19.957, 19.156, 12.399], [18.688, 20.794, 11.463], [17.346, 19.723, 10.970], [20.089, 19.871, 9.702], [18.486, 19.747, 8.844], [19.634, 16.761, 11.949], [17.810, 17.005, 11.782], [13.668, 19.645, 17.367], [14.635, 20.066, 18.546], [15.854, 20.722, 17.897], [15.336, 21.382, 16.317], [16.081, 20.716, 15.259], [15.344, 22.813, 16.307], [13.710, 20.739, 16.301], [12.636, 19.377, 17.577], [14.097, 18.828, 16.861], [14.927, 19.225, 19.147], [14.045, 20.829, 19.082], [16.571, 19.900, 17.664], [16.346, 21.447, 18.471], [13.533, 20.398, 15.278], [13.010, 21.539, 16.527], [19.044, 16.199, 15.313], [19.352, 14.778, 15.716], [19.083, 14.743, 17.216], [17.456, 15.490, 17.334], [17.371, 16.285, 18.531], [16.355, 14.538, 17.211], [17.596, 16.478, 15.868], [19.086, 16.352, 14.238], [19.744, 16.895, 15.786], [20.379, 14.517, 15.395], [18.765, 14.055, 15.109], [19.734, 15.416, 17.795], [18.947, 13.747, 17.661], [17.386, 17.505, 16.052], [16.914, 16.118, 15.099], [9.882, 15.623, 14.413], [8.520, 16.386, 14.445], [9.022, 17.905, 14.277], [10.527, 18.010, 15.332], [10.233, 18.476, 16.700], [11.575, 18.642, 14.517], [10.836, 16.247, 15.390], [10.267, 15.699, 13.318], [9.792, 14.573, 14.675], [7.956, 16.339, 15.447], [7.841, 16.077, 13.639], [8.316, 18.716, 14.518], [9.396, 18.022, 13.247], [10.623, 15.897, 16.408], [11.916, 16.172, 15.148], [9.232, 13.423, 11.412], [8.909, 12.346, 12.431], [9.444, 10.968, 11.979], [10.083, 11.295, 10.358], [9.742, 10.314, 9.385], [11.498, 11.592, 10.345], [9.204, 12.821, 10.085], [10.293, 13.721, 11.615], [8.680, 14.332, 11.557], [7.889, 12.341, 12.715], [9.304, 12.570, 13.435], [8.649, 10.231, 11.899], [10.307, 10.650, 12.568], [8.237, 12.412, 9.747], [9.661, 13.384, 9.291], [13.939, 12.748, 13.882], [12.707, 13.652, 13.607], [13.141, 14.756, 12.646], [14.642, 15.293, 13.484], [14.303, 16.152, 14.572], [15.542, 15.933, 12.499], [15.206, 13.716, 14.004], [14.082, 12.056, 13.045], [13.796, 12.114, 14.783], [12.282, 14.130, 14.497], [11.866, 13.065, 13.136], [12.407, 15.605, 12.600], [13.418, 14.391, 11.641], [15.488, 13.844, 15.012], [15.960, 13.349, 13.329], [18.674, 11.116, 13.753], [19.294, 11.850, 12.567], [20.588, 11.098, 12.183], [20.240, 9.474, 12.377], [21.325, 8.701, 12.830], [19.522, 9.097, 11.167], [19.156, 9.699, 13.756], [17.592, 11.181, 13.724], [18.929, 11.613, 14.705], [19.542, 12.867, 12.922], [18.611, 11.882, 11.723], [21.387, 11.347, 12.869], [20.943, 11.279, 11.151], [19.724, 9.443, 14.651], [18.390, 8.944, 13.716], [13.958, 8.138, 11.759], [14.910, 9.049, 10.937], [15.884, 9.670, 11.920], [15.396, 9.134, 13.600], [15.333, 10.154, 14.621], [16.162, 7.984, 13.957], [13.677, 8.797, 13.046], [14.459, 7.158, 11.963], [13.061, 7.851, 11.191], [14.276, 9.855, 10.489], [15.340, 8.434, 10.112], [15.786, 10.736, 11.951], [16.910, 9.422, 11.742], [13.138, 9.748, 12.914], [13.391, 8.183, 13.894], [13.298, 16.234, 18.118], [12.448, 16.862, 19.292], [12.204, 15.807, 20.369], [11.779, 14.422, 19.330], [10.524, 14.612, 18.719], [11.938, 13.138, 20.025], [13.117, 14.683, 18.160], [14.342, 16.494, 18.221], [12.944, 16.644, 17.186], [11.503, 17.175, 18.838], [12.863, 17.814, 19.698], [11.395, 16.005, 21.042], [13.144, 15.507, 20.819], [12.807, 14.319, 17.201], [14.073, 14.191, 18.573], [10.903, 10.072, 18.810], [9.437, 10.329, 18.536], [9.283, 11.528, 17.542], [10.464, 11.158, 16.374], [10.890, 12.361, 15.640], [10.177, 10.014, 15.526], [11.656, 10.693, 17.567], [11.145, 9.025, 19.012], [11.151, 10.755, 19.617], [8.882, 10.500, 19.467], [9.044, 9.464, 17.970], [9.561, 12.500, 17.998], [8.339, 11.617, 17.032], [12.284, 11.550, 17.853], [12.258, 9.960, 17.022]], "mulliken_charge": [-0.890, -0.782, -0.934, 0.906, -0.588, -0.555, 2.209, 0.025, 0.631, 0.319, 0.457, 0.555, 0.366, -0.810, -0.799, -1.331, -0.196, 0.309, 1.073, -0.763, -0.577, 0.681, 0.421, 0.350, 0.651, -0.251, 0.732, -0.716, 0.720, -1.053, -0.732, -0.905, 0.832, 0.896, -0.252, -0.832, -0.385, 0.319, 0.213, 0.483, 0.412, -0.735, -0.134, -0.199, 0.705, -0.540, -0.360, -0.877, 1.274, -0.769, -0.598, 0.123, 0.230, 0.334, 0.525, -0.147, 0.358, 0.465, 0.404, -0.347, 0.239, -0.861, -0.747, 1.112, -0.541, -0.735, -0.020, 0.513, -0.343, 0.392, 0.347, 0.172, 0.562, -0.500, 0.471, -0.198, 0.271, -0.882, 0.923, -0.809, -0.262, 0.149, -0.395, 0.422, 0.578, -0.463, 0.398, 0.280, 0.548, -0.635, 1.124, -0.718, -0.720, 1.131, -0.746, -0.518, 1.132, -0.695, -0.227, 0.302, 0.426, 0.537, 0.089, -0.118, -0.969, 0.142, -0.116, -0.343, 1.031, -0.787, -0.454, -1.196, -0.306, 0.563, 0.604, -0.379, 0.470, -0.050, 0.364, 0.483, 1.551, 1.865, 0.779, -0.151, -0.076, -0.090, -0.120, -1.309, -0.194, -1.765, -0.357, -0.908, 0.371, 0.447, -0.028, 1.436, -0.063, -0.958, 1.251, -0.757, -0.677, -1.084, -1.087, 0.106, 0.190, -0.004, 0.367, 0.479, 0.563, 0.364, -1.000, -0.410, 1.030, 0.815, -0.227, -0.785, -0.555, 0.324, 0.472, 0.024, 0.397, -1.199, 0.481, 0.021, 0.647, 0.942, -0.719, -1.038, 1.192, -0.669, -0.786, 0.886, 0.400, -1.021, 0.233, 0.332, 0.528, 0.362, -0.965, 0.259, -0.672, -0.910, -0.423, 0.990, -0.358, -0.853, 0.222, 0.374, 0.274, 0.435, 0.350, 0.058, 0.588, -0.228, 0.074]}

***

*2*
{"formula": "C52H104O26S13", "method": "ωB97M-V/def2-TZVPD", "charge": 0, "symbols": ["C", "C", "C", "S", "O", "O", "C", "H", "H", "H", "H", "H", "H", "H", "H", "C", "C", "C", "S", "O", "O", "C", "H", "H", "H", "H", "H", "H", "H", "H", "C", "C", "C", "S", "O", "O", "C", "H", "H", "H", "H", "H", "H", "H", "H", "C", "C", "C", "S", "O", "O", "C", "H", "H", "H", "H", "H", "H", "H", "H", "C", "C", "C", "S", "O", "O", "C", "H", "H", "H", "H", "H", "H", "H", "H", "C", "C", "C", "S", "O", "O", "C", "H", "H", "H", "H", "H", "H", "H", "H", "C", "C", "C", "S", "O", "O", "C", "H", "H", "H", "H", "H", "H", "H", "H", "C", "C", "C", "S", "O", "O", "C", "H", "H", "H", "H", "H", "H", "H", "H", "C", "C", "C", "S", "O", "O", "C", "H", "H", "H", "H", "H", "H", "H", "H", "C", "C", "C", "S", "O", "O", "C", "H", "H", "H", "H", "H", "H", "H", "H", "C", "C", "C", "S", "O", "O", "C", "H", "H", "H", "H", "H", "H", "H", "H", "C", "C", "C", "S", "O", "O", "C", "H", "H", "H", "H", "H", "H", "H", "H", "C", "C", "C", "S", "O", "O", "C", "H", "H", "H", "H", "H", "H", "H", "H"], "xyz": [[-6.911, 0.209, -2.635], [-5.697, -0.418, -3.329], [-4.402, -0.062, -2.555], [-4.989, 0.703, -1.024], [-4.981, 2.137, -1.184], [-4.362, 0.128, 0.145], [-6.673, 0.124, -1.140], [-7.842, -0.252, -2.960], [-6.956, 1.269, -2.898], [-5.600, -0.023, -4.339], [-5.722, -1.506, -3.364], [-3.767, 0.714, -2.978], [-3.895, -0.948, -2.182], [-7.260, 0.747, -0.467], [-6.685, -0.892, -0.739], [-2.259, -3.683, -5.547], [-2.431, -2.159, -5.514], [-1.149, -1.629, -6.155], [0.183, -2.695, -5.610], [0.881, -2.104, -4.503], [0.934, -3.141, -6.757], [-0.874, -4.025, -5.005], [-2.282, -3.992, -6.597], [-3.067, -4.198, -5.029], [-2.483, -1.764, -4.497], [-3.300, -1.851, -6.090], [-0.851, -0.617, -5.880], [-1.163, -1.683, -7.244], [-0.855, -4.019, -3.914], [-0.517, -4.992, -5.352], [0.504, 1.155, 6.082], [0.289, 2.631, 6.548], [-0.360, 3.381, 5.402], [0.448, 2.778, 3.931], [1.641, 3.533, 3.685], [-0.528, 2.530, 2.889], [0.871, 1.162, 4.617], [-0.470, 0.684, 6.234], [1.250, 0.734, 6.750], [1.251, 3.095, 6.775], [-0.309, 2.608, 7.456], [-0.262, 4.465, 5.439], [-1.432, 3.183, 5.323], [1.907, 0.943, 4.360], [0.259, 0.479, 4.030], [5.238, -1.048, -5.740], [6.147, -0.964, -4.503], [5.814, -2.168, -3.648], [4.053, -2.458, -3.771], [3.377, -1.748, -2.712], [3.822, -3.859, -4.024], [3.860, -1.484, -5.285], [5.629, -1.645, -6.567], [5.187, -0.051, -6.188], [5.796, -0.083, -3.958], [7.190, -0.888, -4.793], [6.289, -2.319, -2.682], [6.177, -3.072, -4.164], [3.299, -0.620, -4.919], [3.205, -1.995, -5.984], [-0.807, 5.028, -5.305], [-1.119, 4.770, -3.816], [-0.198, 3.630, -3.392], [-0.455, 2.457, -4.717], [-1.700, 1.764, -4.515], [0.736, 1.665, -4.910], [-0.612, 3.696, -6.016], [0.087, 5.648, -5.375], [-1.615, 5.653, -5.685], [-2.170, 4.571, -3.610], [-0.854, 5.663, -3.246], [-0.456, 3.118, -2.466], [0.831, 3.982, -3.440], [-1.428, 3.367, -6.658], [0.317, 3.646, -6.579], [-4.788, 0.400, 4.742], [-3.909, 0.239, 3.506], [-2.626, -0.420, 3.947], [-3.151, -1.659, 5.153], [-2.279, -1.641, 6.292], [-3.418, -2.932, 4.518], [-4.716, -0.867, 5.553], [-5.798, 0.751, 4.539], [-4.373, 1.247, 5.306], [-3.757, 1.177, 2.985], [-4.403, -0.404, 2.767], [-2.085, 0.287, 4.588], [-1.900, -0.887, 3.285], [-4.678, -0.806, 6.642], [-5.509, -1.599, 5.391], [-1.213, 0.262, -0.925], [-0.084, -0.425, -1.682], [0.825, -1.022, -0.600], [0.676, 0.087, 0.824], [1.812, 0.936, 1.063], [0.080, -0.656, 1.920], [-0.650, 1.109, 0.166], [-1.943, -0.418, -0.469], [-1.884, 0.766, -1.631], [0.454, 0.332, -2.258], [-0.557, -1.166, -2.320], [1.889, -1.059, -0.820], [0.400, -1.981, -0.318], [-0.066, 1.944, -0.255], [-1.276, 1.559, 0.926], [0.943, -2.493, 4.403], [0.772, -3.520, 3.294], [1.943, -4.477, 3.455], [2.041, -4.779, 5.226], [3.411, -4.726, 5.659], [1.237, -5.935, 5.545], [1.141, -3.276, 5.691], [0.083, -1.834, 4.478], [1.856, -1.919, 4.225], [0.781, -3.061, 2.307], [-0.189, -4.041, 3.387], [2.819, -3.870, 3.217], [1.946, -5.439, 2.954], [1.606, -2.808, 6.557], [0.187, -3.619, 6.104], [1.669, -6.253, -0.202], [0.836, -5.077, -0.734], [1.814, -4.198, -1.501], [3.166, -4.021, -0.335], [2.752, -3.103, 0.703], [4.454, -3.882, -0.947], [3.035, -5.714, 0.239], [1.740, -7.046, -0.947], [1.197, -6.770, 0.638], [0.353, -4.543, 0.087], [0.085, -5.420, -1.447], [1.521, -3.234, -1.906], [2.280, -4.746, -2.327], [3.313, -5.789, 1.288], [3.830, -6.260, -0.272], [4.266, 4.583, 2.356], [5.220, 5.537, 3.089], [5.210, 5.086, 4.548], [5.038, 3.288, 4.492], [3.911, 2.808, 5.257], [6.312, 2.652, 4.723], [4.629, 3.163, 2.729], [4.424, 4.742, 1.289], [3.228, 4.806, 2.594], [4.820, 6.548, 3.025], [6.224, 5.460, 2.675], [4.298, 5.389, 5.065], [6.103, 5.305, 5.126], [3.827, 2.430, 2.661], [5.506, 2.744, 2.238], [3.899, 1.522, -1.921], [3.207, 2.711, -1.262], [4.058, 3.968, -1.449], [5.757, 3.351, -1.343], [6.342, 3.548, -0.046], [6.480, 3.822, -2.494], [5.367, 1.609, -1.523], [3.770, 1.517, -3.006], [3.469, 0.608, -1.515], [3.080, 2.545, -0.188], [2.183, 2.850, -1.615], [3.906, 4.696, -0.661], [3.916, 4.329, -2.466], [5.503, 1.144, -0.546], [6.071, 1.137, -2.203], [-3.422, 5.404, -0.073], [-2.685, 4.101, 0.278], [-3.370, 3.510, 1.486], [-3.680, 4.944, 2.537], [-2.606, 5.219, 3.451], [-5.037, 4.887, 3.029], [-3.618, 6.183, 1.221], [-4.408, 5.212, -0.502], [-2.833, 5.932, -0.823], [-1.648, 4.319, 0.566], [-2.624, 3.448, -0.592], [-2.784, 2.848, 2.121], [-4.326, 3.070, 1.206], [-2.804, 6.870, 1.454], [-4.531, 6.765, 1.318], [-3.555, -5.576, 0.796], [-2.917, -4.457, 1.646], [-3.336, -3.114, 1.088], [-3.477, -3.405, -0.699], [-2.382, -2.800, -1.423], [-4.847, -3.101, -1.050], [-3.189, -5.165, -0.635], [-4.636, -5.569, 0.931], [-3.032, -6.488, 1.070], [-1.825, -4.525, 1.657], [-3.197, -4.570, 2.695], [-2.628, -2.298, 1.209], [-4.342, -2.843, 1.402], [-2.109, -5.325, -0.671], [-3.601, -5.667, -1.508]], "mulliken_charge": [-0.808, -0.646, 1.140, 1.194, -0.779, -0.247, -0.926, 0.468, 0.314, 0.304, 0.385, 0.209, -1.185, 0.528, 0.272, -0.978, 0.369, -0.508, 1.133, -0.170, -0.850, -0.416, 0.406, 0.394, -0.416, 0.496, -0.273, 0.464, -0.207, 0.624, -0.303, -1.053, -0.605, 0.328, -0.292, -0.553, 0.789, -0.020, 0.474, 0.261, 0.490, 0.603, 0.188, 0.717, -1.210, -0.976, 0.004, -1.169, 1.147, -0.230, -0.960, -0.071, 0.303, 0.382, -0.272, 0.466, 0.482, 0.465, -0.098, 0.377, -0.865, -0.702, 0.640, 1.340, -0.609, -0.676, -0.877, 0.327, 0.380, 0.366, 0.454, -0.805, 0.200, 0.436, 0.385, -0.983, 0.633, 1.603, 1.287, -0.730, -0.666, -0.865, 0.531, 0.257, -0.603, 0.080, -0.869, -0.612, 0.456, 0.365, 1.728, 0.884, -0.175, 0.634, -0.402, -0.046, -0.654, -1.174, 0.146, -0.279, -0.449, 0.504, -0.958, 0.037, 0.201, 0.654, 1.548, -0.884, 1.256, -0.703, -0.716, -0.986, -1.035, 0.275, -1.106, -0.039, 0.276, 0.383, 0.594, 0.398, -1.084, 0.477, -0.393, 1.183, -0.416, -0.791, -0.990, 0.428, 0.342, -0.185, 0.305, -0.478, 0.695, 0.492, 0.409, 0.374, -0.828, -0.784, 1.046, -0.541, -0.729, -0.158, -0.397, 0.219, 0.403, 0.323, 0.332, 0.476, -0.302, 0.513, 0.859, 1.372, -1.173, 1.181, -0.639, -0.760, -1.009, 0.391, -0.823, -0.698, -0.395, 0.656, 0.465, 0.358, 0.544, -0.865, 0.154, 1.110, 1.251, -0.600, -0.752, -0.861, 0.305, 0.354, 0.391, -0.044, -1.163, 0.097, 0.334, 0.425, -1.134, 0.168, 0.074, 1.272, -0.549, -0.840, -0.254, 0.339, 0.477, -0.410, 0.452, -0.416, 0.313, -0.250, 0.603]}

***

Most stable: *2* (next structure +60.0 kcal/mol)